Record 1
The following is a quantum chemistry calculation of a structure of composition C13H21BN6OTi at a distorted geometry, from the Open Molecules 2025 dataset.

The geometry in XYZ format:
```
43
Properties=species:S:1:pos:R:3:forces:R:3
C -0.600123 -2.563604 2.158945 1.4 0.0 -0.6
N 0.030442 -1.871524 1.162543 0.5 -1.7 0.7
N 1.316288 -2.411415 1.026962 -0.7 0.3 0.1
C 1.473277 -3.365507 1.955067 -0.5 0.2 0.0
C 0.283442 -3.511064 2.684459 0.0 0.6 -0.4
B 2.323479 -1.797075 -0.009734 0.4 0.2 1.5
N 1.653131 -1.752527 -1.419547 0.8 -1.1 -2.0
N 0.451910 -1.068729 -1.614442 -0.4 -0.1 -3.9
C 0.193817 -1.121975 -2.948825 -0.5 0.9 3.3
C 1.207187 -1.850045 -3.601863 0.0 -0.1 -0.9
C 2.093487 -2.236029 -2.592318 0.7 0.0 2.8
Ti -0.312184 -0.202945 0.156527 -3.7 1.2 0.4
N 2.572143 -0.300780 0.394643 -0.6 0.5 -0.2
N 1.485004 0.578124 0.444596 2.2 1.4 0.3
C 1.978919 1.833861 0.668673 -0.2 -1.7 -0.2
C 3.365684 1.755158 0.765333 0.0 -0.6 -0.1
C 3.698083 0.402043 0.589800 -0.6 0.7 -0.2
H 1.299913 2.679225 0.752951 0.2 -0.2 0.0
H 4.665226 -0.066930 0.561965 0.1 -0.1 0.1
H 4.043144 2.570596 0.921906 0.2 0.1 0.1
H 3.354350 -2.411953 -0.040393 -0.3 0.1 -0.1
H 3.007652 -2.827027 -2.612021 -0.3 0.2 -0.2
H 2.429708 -3.849871 2.082512 -0.1 -0.1 -0.1
H 1.298566 -2.056301 -4.656780 -0.1 0.0 0.0
H 0.105842 -4.169851 3.515903 0.0 -0.1 0.0
H -0.681706 -0.626499 -3.341188 0.0 -0.1 -0.1
H -1.617968 -2.319197 2.426560 0.1 0.0 0.0
H -0.619832 2.306835 -2.099510 -0.1 0.1 -0.1
C -1.578788 2.094561 -2.586680 0.1 -0.2 -0.1
H -1.437070 2.054951 -3.673142 -0.1 0.1 0.3
H -1.952594 1.125355 -2.233820 -0.1 0.2 0.0
H -2.303619 2.874701 -2.327974 0.2 -0.3 -0.1
C -2.247058 2.992745 1.515478 0.3 0.3 -0.2
C -2.668887 1.543766 1.357382 -0.8 0.4 0.8
C -4.084254 1.402666 0.829277 -0.2 -0.1 -0.4
O -1.722194 0.819156 0.569793 1.2 -0.6 -0.2
H -2.100815 3.478477 0.541146 -0.1 -0.1 0.2
H -1.322472 3.074689 2.092114 0.0 -0.1 -0.1
H -3.001310 3.562840 2.069664 0.1 -0.2 -0.2
H -2.694077 1.109539 2.366737 0.3 -0.2 -0.2
H -4.191810 1.702647 -0.219792 0.1 0.1 0.2
H -4.462136 0.380848 0.929035 0.2 0.1 0.0
H -4.731800 2.038066 1.438058 0.0 0.0 -0.1
```
Positions in Å, forces in eV/Å.

Calculated values
* LUMO (spin up / spin down): -7.30 / -11.94 eV
* <S²>: 2.013
* total charge: +2
* maximum force: 3.91 eV/Å
* highest occupied orbital energy (spin up / spin down): -14.629 / -16.009 eV
* spin multiplicity: 3

---

Record 2
The following is a quantum chemistry calculation of a structure of composition C13H21Br24ClF3O4PSi2 at a distorted geometry, from the Open Molecules 2025 dataset.

The geometry in XYZ format:
```
69
Properties=species:S:1:pos:R:3:forces:R:3
C 1.399598 -2.066201 -3.838867 -0.3 0.4 0.2
C 1.401569 -0.538844 -3.892727 0.4 -0.8 0.3
O 0.093460 -0.022622 -3.614581 0.1 0.4 -0.4
Si -0.247443 1.323153 -4.501798 -1.1 1.0 0.0
O -1.889467 1.763035 -4.466115 1.1 -1.6 -2.0
Si -2.686160 0.671525 -5.486933 -0.2 0.2 0.2
C -4.205750 -0.024277 -4.633633 0.2 0.9 -0.2
C -5.560114 0.425633 -5.216975 0.0 -1.7 0.7
O -6.056852 -0.631759 -6.029275 0.0 0.5 -0.4
C -6.573505 0.631600 -4.074300 -0.6 0.4 -0.6
F -6.396181 -0.251678 -3.067714 0.0 0.3 -0.1
F -6.512059 1.883081 -3.579667 0.1 -0.4 0.2
F -7.834913 0.435454 -4.522851 0.4 0.2 0.3
P 1.361682 2.873053 -3.980856 1.0 -0.7 0.4
O 1.591188 3.671029 -5.411959 -0.6 0.3 0.2
Cl 0.769539 4.327350 -2.667297 0.0 0.1 -0.6
H 2.015122 -2.475125 -4.629899 0.1 -0.2 -0.1
H 1.766552 -2.415979 -2.881434 0.1 -0.1 0.1
H 0.372718 -2.401286 -3.938710 -0.1 -0.2 -0.2
H 2.096695 -0.167507 -3.145567 0.1 0.3 0.0
H 1.769030 -0.233406 -4.874810 -0.1 0.3 -0.1
H 0.016015 1.032606 -5.931345 0.4 0.1 0.0
H -1.770900 -0.456153 -5.768726 0.0 0.0 0.0
H -2.965003 1.354019 -6.764601 -0.2 0.0 0.0
H -4.124522 0.205789 -3.573165 0.1 0.2 0.1
H -4.147710 -1.105074 -4.705661 -0.1 -0.2 0.0
H -5.503980 1.301491 -5.849884 -0.1 0.3 0.1
H -6.283724 -1.356882 -5.441599 0.0 -0.3 0.0
H 1.906467 3.021170 -6.048633 0.2 0.0 -0.2
C 4.425167 4.852184 -1.100881 0.1 0.0 0.1
Br 6.139714 5.657069 -0.746378 0.0 0.0 0.0
Br 4.525328 3.545051 -2.503723 0.1 0.0 0.1
Br 3.642802 4.101434 0.494022 0.2 0.0 -0.2
H 3.768106 5.639315 -1.440261 0.0 0.0 0.0
C -2.613114 1.828172 -0.417421 0.3 0.0 0.2
Br -3.037070 3.490057 0.455173 -0.1 -0.1 0.0
Br -1.534936 2.120424 -1.983630 -0.8 0.3 2.0
Br -1.787818 0.573269 0.797693 0.0 0.1 0.0
H -3.544797 1.390787 -0.743427 0.0 0.0 0.0
C -0.344564 -2.249163 3.537125 0.0 0.0 0.0
Br -0.683886 -0.576526 4.423780 0.0 0.0 0.0
Br 0.730166 -2.007974 1.963949 -0.1 -0.2 0.0
Br 0.444018 -3.535595 4.727696 -0.1 -0.1 -0.1
H -1.299091 -2.644792 3.223517 0.0 0.0 0.0
C 0.969970 5.678145 2.825647 0.1 0.0 0.0
Br 0.817597 5.217983 4.688112 0.0 0.0 0.0
Br 0.399616 4.236690 1.692536 -0.3 0.1 0.1
Br 0.042667 7.312965 2.412969 0.0 0.0 0.0
H 2.018259 5.847170 2.623916 0.0 0.0 0.0
C 4.220972 0.739797 2.597610 0.0 0.0 0.0
Br 5.321585 0.079722 1.163967 0.0 0.0 0.0
Br 2.431316 1.104405 2.010472 0.0 0.1 0.0
Br 4.209077 -0.451281 4.111765 0.0 0.1 -0.1
H 4.653773 1.673211 2.925872 0.0 0.0 0.0
C 5.801172 -4.366822 4.668347 0.0 0.0 0.0
Br 6.880964 -5.060079 3.234523 0.0 0.0 0.0
Br 4.010275 -3.981707 4.086379 0.0 -0.2 0.1
Br 5.814826 -5.533504 6.199158 0.0 0.0 0.0
H 6.244799 -3.431561 4.976577 0.0 0.0 0.0
C 0.255236 -1.213563 8.467937 0.0 0.0 0.0
Br -0.249750 0.592435 8.033104 0.0 0.0 0.0
Br 1.883503 -1.732833 7.587053 0.1 0.1 0.1
Br 0.366986 -1.472387 10.371650 0.0 0.0 0.0
H -0.526312 -1.863878 8.102431 0.0 0.0 0.0
C -1.698699 -7.343843 5.894495 0.0 0.0 -0.1
Br -0.263448 -6.503977 6.859861 0.0 0.0 0.1
Br -2.987781 -6.052235 5.280342 0.0 0.0 0.0
Br -1.040420 -8.432624 4.452864 0.0 0.0 0.0
H -2.207556 -7.999132 6.584760 0.0 0.0 0.0
```
Positions in Å, forces in eV/Å.

Calculated values
* LUMO: -0.21 eV
* maximum force: 2.78 eV/Å
* highest occupied orbital energy: -8.398 eV

---

Record 3
The following is a quantum chemistry calculation of a cluster of 6 separate species, C13H21Cl16O in total at a distorted geometry, from the Open Molecules 2025 dataset.

The geometry in XYZ format:
```
51
Properties=species:S:1:pos:R:3:forces:R:3
C -0.980155 -1.758726 -0.147344 0.6 0.6 0.5
C -0.385247 -0.329582 -0.414482 -1.3 -0.5 -0.6
O 0.442689 -0.286912 -1.562001 0.5 0.8 0.8
C 1.848470 -0.267936 -1.213570 0.3 -1.3 0.3
C 2.295569 -1.722725 -0.834054 0.4 0.7 -0.3
C 3.820093 -1.984739 -1.035370 -0.4 -1.4 1.1
C 4.128924 -3.501794 -1.238320 1.5 2.8 -0.8
Cl 2.890695 -4.671483 -0.503490 -0.2 -0.7 0.0
C 4.428472 -3.818552 -2.742467 -0.4 0.1 0.2
C 3.611654 -2.942631 -3.752222 0.2 -0.7 0.2
H -1.611161 -2.090252 -0.989298 0.2 0.2 0.4
H -0.193788 -2.510422 0.038757 -0.3 0.4 -0.3
H -1.567791 -1.689659 0.787529 0.0 -0.2 -0.6
H -1.263968 0.323890 -0.642781 0.8 -0.4 0.2
H 0.114477 0.094163 0.479431 -0.1 -0.4 -0.3
H 2.050469 0.376113 -0.330644 -0.3 0.0 -0.5
H 2.414837 0.147073 -2.063904 -0.3 -0.4 0.2
H 1.641006 -2.403372 -1.420335 0.5 0.3 0.1
H 1.986843 -1.879809 0.233108 0.1 0.0 -0.6
H 4.311564 -1.731871 -0.058920 -0.3 0.0 -0.5
H 5.079090 -3.680342 -0.690836 -0.7 -0.3 -0.2
H 5.496696 -3.558715 -2.887824 -0.9 -0.3 0.3
H 4.328910 -4.902929 -2.966833 -0.1 0.5 0.1
H 2.643787 -2.624213 -3.331378 0.4 -0.2 -0.2
H 3.432622 -3.550734 -4.665946 0.1 0.6 0.3
H 4.176824 -2.020084 -3.973305 -0.4 -0.4 0.0
C -3.869254 1.013757 1.677454 0.4 -0.1 -0.3
Cl -2.645296 0.033851 2.502491 -0.2 0.2 -0.2
Cl -3.815350 2.693263 2.236301 0.0 -0.5 0.1
Cl -3.630127 0.912774 -0.088945 -0.3 -0.2 0.6
H -4.848381 0.606479 1.902742 0.1 0.1 0.0
C 7.622876 -1.644510 -4.240223 -0.1 0.0 0.3
Cl 7.769774 -3.277642 -3.585727 0.4 0.1 -0.2
Cl 7.582657 -0.453871 -2.939480 0.0 -0.1 -0.2
Cl 8.948556 -1.299603 -5.364403 0.0 0.0 -0.1
H 6.688619 -1.582449 -4.786787 0.0 0.0 0.0
C -5.938322 5.532094 4.145458 0.0 0.0 0.0
Cl -6.172925 3.917471 4.806290 0.0 0.0 0.0
Cl -5.921985 6.735106 5.441004 0.0 0.0 -0.1
Cl -4.449499 5.627078 3.193919 -0.1 0.2 0.1
H -6.771684 5.753189 3.488879 0.1 0.0 0.0
C -4.093923 0.578182 6.986320 0.0 0.0 -0.2
Cl -5.810685 0.811611 7.346410 0.0 0.1 0.0
Cl -3.613737 -1.088138 7.328185 0.0 0.1 0.0
Cl -3.737918 0.996611 5.306765 -0.1 0.0 0.5
H -3.519965 1.234803 7.629610 -0.1 0.0 0.0
C -4.923375 5.253501 -1.350153 0.1 -0.2 0.0
Cl -6.653365 5.566952 -1.142105 0.0 0.0 0.0
Cl -4.503307 3.646080 -0.749801 -0.2 0.7 -0.5
Cl -4.459402 5.431858 -3.047062 0.0 0.0 0.1
H -4.375564 5.987795 -0.770644 -0.1 0.0 -0.1
```
Positions in Å, forces in eV/Å.

Calculated values
* LUMO: 1.51 eV
* total charge: -1
* maximum force: 3.25 eV/Å
* highest occupied orbital energy: -1.969 eV

---

Record 4
The following is a quantum chemistry calculation of a structure of composition C13H21Cl23 at a distorted geometry, from the Open Molecules 2025 dataset.

The geometry in XYZ format:
```
57
Properties=species:S:1:pos:R:3:forces:R:3
Cl -8.433810 -2.505570 19.899060 -0.6 0.6 -0.5
C -7.091260 -2.919800 20.941450 0.3 -0.5 0.6
C -6.015370 -1.838570 21.036280 -0.4 -0.2 -0.4
Cl -4.700660 -2.493180 22.011260 0.5 -0.2 0.4
H -6.735150 -3.878070 20.563260 0.5 0.3 0.0
H -7.515150 -3.134780 21.922360 0.1 0.2 0.0
H -6.366150 -0.938540 21.541270 -0.2 -0.1 -0.2
H -5.593160 -1.576110 20.066250 -0.2 -0.1 0.0
Cl -2.435700 -6.419370 26.838570 -0.4 0.2 0.5
C -3.453600 -5.605750 28.092310 0.4 1.6 -0.7
C -4.113530 -6.558920 28.995940 0.2 -1.2 0.7
Cl -2.843520 -7.195560 30.128990 -0.4 -0.3 -0.2
H -4.164790 -4.963970 27.572290 -0.2 -0.3 -0.2
H -2.819500 -4.916440 28.649870 0.2 -0.2 -0.1
H -4.530180 -7.369360 28.397880 0.0 -0.2 0.4
H -4.874100 -6.171040 29.673580 0.0 0.4 -0.4
Cl -8.486130 -8.620880 23.534000 0.0 0.0 0.5
C -8.711630 -10.207240 24.351840 0.7 -0.5 -0.6
C -8.907860 -10.173220 25.863860 -0.7 0.6 -1.3
Cl -10.566880 -9.512460 26.178910 0.6 -0.2 0.3
H -7.791770 -10.756840 24.152060 0.1 0.1 0.1
H -9.464930 -10.688960 23.728480 -0.3 -0.1 0.7
H -8.143650 -9.512110 26.272520 -0.3 -0.1 0.3
H -8.832160 -11.183790 26.265270 -0.1 0.2 0.1
Cl -5.295300 -13.851350 29.058150 0.0 -0.4 0.7
C -5.412190 -14.337460 30.795590 -0.5 0.2 0.3
C -6.853480 -14.689700 31.226170 0.8 0.6 0.0
Cl -8.002670 -13.320210 30.961850 0.3 -0.6 -0.2
H -5.005460 -13.530330 31.404850 -0.2 0.2 -0.3
H -4.763440 -15.190140 30.995980 -0.1 -0.1 -0.4
H -6.886610 -14.816900 32.308210 0.2 -0.3 -0.1
H -7.159370 -15.611520 30.731420 -0.4 0.3 -0.1
C -16.633900 -10.425660 28.654410 1.1 0.1 0.3
Cl -15.465310 -11.715730 29.201730 -0.9 0.5 -0.2
Cl -17.798910 -9.945320 29.864910 0.1 -0.1 0.5
Cl -17.499730 -10.854770 27.219970 0.0 -0.4 -0.7
H -15.972700 -9.584640 28.445540 -0.3 -0.1 0.0
C -16.419010 -11.886680 21.537120 0.0 0.5 -0.3
Cl -17.534470 -10.556290 21.077240 0.2 -0.5 0.3
Cl -14.842490 -11.277540 21.878760 1.1 0.9 0.7
Cl -16.165280 -12.967960 20.178790 -0.8 -0.6 -0.1
H -16.741110 -12.348960 22.470210 -0.5 -0.3 -0.6
C -7.640660 -18.347910 25.042780 0.6 -0.3 1.4
Cl -6.481660 -18.854810 26.365920 -0.2 0.1 -0.8
Cl -8.018000 -16.673720 25.317370 -0.1 0.6 -0.3
Cl -9.097060 -19.312960 25.235970 0.1 -0.2 -0.5
H -7.120190 -18.463200 24.092030 -0.4 -0.2 0.2
C -10.944440 -4.693040 30.139940 0.1 1.2 0.3
Cl -9.821320 -3.709520 29.154030 -0.1 -0.7 -0.1
Cl -11.851950 -3.505300 31.115510 -0.1 -0.3 0.3
Cl -10.054300 -5.826670 31.172630 -0.5 0.2 -0.5
H -11.712240 -5.143130 29.510640 0.6 -0.4 0.1
C -2.838640 -12.047770 20.979750 -0.1 0.4 0.6
Cl -4.425620 -12.671720 20.420500 0.7 0.6 0.2
Cl -2.209230 -13.078190 22.258290 0.1 -0.4 -0.2
Cl -2.887130 -10.394840 21.704080 -0.4 -0.4 -0.7
H -2.134380 -12.005670 20.148880 -0.3 -0.1 0.1
```
Positions in Å, forces in eV/Å.

Calculated values
* LUMO: 0.04 eV
* maximum force: 1.75 eV/Å
* highest occupied orbital energy: -10.714 eV

---

Record 5
The following is a quantum chemistry calculation of a structure of composition C13H21EuF5O2P2 at a distorted geometry, from the Open Molecules 2025 dataset.

The geometry in XYZ format:
```
44
Properties=species:S:1:pos:R:3:forces:R:3
Eu 0.702662 -0.434406 -1.050259 -0.2 -0.1 0.2
H 3.052068 -0.828789 -2.179054 -0.1 -0.7 0.0
H 2.797822 -1.550616 -2.170049 0.3 0.6 -0.1
P 1.509885 2.316528 -1.033759 -0.1 0.7 -0.3
P -0.379040 -3.101632 -0.949534 -0.5 -1.0 0.1
C -0.465889 -4.114615 0.568928 0.2 -0.2 0.5
H -1.052672 -5.045419 0.478418 0.2 0.4 -0.1
H 0.566449 -4.367056 0.862538 -0.4 0.0 0.0
H -0.887751 -3.507842 1.391145 0.1 -0.2 -0.4
C -2.141408 -2.917129 -1.389418 0.0 0.2 -0.1
H -2.191463 -2.420232 -2.363840 -0.1 0.0 0.2
H -2.651097 -3.884651 -1.438268 0.1 0.1 0.0
H -2.632530 -2.272879 -0.650475 0.1 -0.1 -0.2
C 0.236029 -4.242356 -2.249252 0.2 0.0 -0.1
H 1.290128 -4.466637 -2.019906 -0.3 -0.1 -0.1
H -0.335208 -5.177787 -2.352504 0.2 0.3 0.1
H 0.212721 -3.697333 -3.208538 0.0 -0.2 0.3
C 0.024587 3.302636 -1.378531 -0.4 0.0 0.1
H 0.261467 4.365292 -1.496703 0.0 -0.1 0.1
H -0.461230 2.938218 -2.290289 0.1 0.0 0.2
H -0.681447 3.153939 -0.556286 0.0 0.1 -0.1
C 2.238157 3.138784 0.421392 0.4 0.1 0.3
H 3.209265 2.650030 0.605802 -0.2 0.3 0.1
H 2.386251 4.227070 0.320180 -0.1 -0.4 0.0
H 1.599631 2.943283 1.302204 0.2 0.1 -0.4
C 2.542666 2.765757 -2.472991 0.3 -0.1 0.0
H 2.062123 2.329516 -3.367261 0.2 0.2 0.4
H 2.658460 3.853536 -2.601148 0.1 -0.4 0.0
H 3.516341 2.273304 -2.325619 -0.1 0.3 -0.3
C 2.357558 -0.748292 1.090866 1.3 -0.6 3.7
O 2.684792 -0.914364 2.183065 -0.9 0.5 -3.3
H -0.422481 0.000412 -2.675902 -0.3 0.2 -1.1
F -2.390262 2.229140 5.195214 0.1 -0.4 -0.6
C -2.163069 1.638334 3.997323 0.2 -0.2 -0.5
C -2.648026 2.217210 2.815451 -0.3 0.0 0.4
F -3.467656 3.289308 2.879139 0.5 -0.5 0.0
C -2.296806 1.691831 1.586067 0.1 0.0 0.2
F -2.784609 2.252934 0.447536 0.4 -0.2 0.8
C -1.381051 0.614989 1.477545 0.1 0.0 -0.1
O -0.857053 0.371579 0.312040 -0.3 -0.7 0.8
C -1.062240 -0.097115 2.677002 -0.1 0.5 -0.2
F -0.334686 -1.265879 2.630555 -0.4 1.1 -0.1
C -1.379725 0.472048 3.908448 -0.1 0.7 0.6
F -0.841644 0.019343 5.068730 -0.4 -0.2 -0.7
```
Positions in Å, forces in eV/Å.

Calculated values
* LUMO (spin up / spin down): -0.18 / -0.23 eV
* <S²>: 15.761
* maximum force: 3.95 eV/Å
* highest occupied orbital energy (spin up / spin down): -6.887 / -7.282 eV
* spin multiplicity: 8